44
Properties=species:S:1:pos:R:3:forces:R:3 method="wB97M-V/def2-TZVPD" e_tot_ev=-110001.3598 homo_lumo_gap_ev=7.3327 charge=-1 de_lowest_kcal_mol=0.0 homo_energy_ev=-4.41 fmax_ha_per_bohr=0.1031 spin_multiplicity=1
O 3.0178 0.5503 -0.9164 -1.00 -0.22 0.19
C 1.8902 0.6760 -0.6930 1.23 0.94 0.05
Co 0.1936 0.8812 -0.3994 -0.75 -0.03 -0.31
C -0.2299 0.7141 -2.0953 0.28 -0.11 -1.38
O -0.3573 0.5481 -3.2328 -0.06 0.01 0.75
C -0.2654 -0.5292 0.5111 -0.19 -2.07 1.00
O -0.4748 -1.5201 1.0873 0.26 1.05 -0.60
C 0.2546 2.3663 0.9585 2.56 0.44 -0.83
C 1.1752 2.1559 2.0676 0.10 0.43 1.10
C 1.1089 0.9902 2.8576 0.32 0.21 0.01
C 2.1487 0.6569 3.7206 -0.16 0.18 -0.13
C 3.2388 1.5207 3.8700 -0.06 0.24 0.02
C 3.2221 2.7676 3.2337 -0.16 -0.18 0.01
C 2.1843 3.1015 2.3618 -0.09 -0.60 -0.15
C -0.0341 3.5442 0.2158 3.91 0.96 0.09
C 0.5738 4.5714 -0.3859 -0.59 -0.02 0.19
Co -1.4472 2.5394 0.4705 -5.12 -1.26 -0.56
C -2.2358 1.1846 1.2986 -1.66 -1.27 1.58
O -2.8529 0.3930 1.8730 1.11 1.00 -0.92
C -2.1154 2.2600 -1.1920 -1.62 0.49 -0.96
O -2.8091 2.2101 -2.1175 1.28 -0.10 1.07
C -2.4920 3.8242 1.0941 -0.75 1.21 0.71
O -3.1519 4.6684 1.5296 1.03 -1.27 -0.73
H 0.2439 0.3339 2.7610 0.35 0.12 -0.03
H 2.1031 -0.2893 4.2623 0.08 0.27 -0.08
H 4.0785 1.2395 4.5059 -0.20 0.09 -0.12
H 4.0261 3.4863 3.3964 -0.14 -0.22 0.02
H 2.1592 4.0698 1.8596 0.08 -0.32 0.05
H -0.0284 5.3488 -0.8620 0.35 -0.13 -0.09
H 1.6658 4.6185 -0.4450 -0.35 0.15 0.10
C -0.0352 -5.1844 -3.3969 0.26 -0.27 -0.03
C -1.1358 -4.3103 -2.8528 -0.12 0.25 -0.01
O -2.3591 -5.0427 -2.9122 -0.07 0.26 0.21
C -0.8699 -3.8310 -1.4300 -0.06 0.03 0.00
N -2.0999 -3.2004 -0.9269 0.19 0.05 0.08
H 0.9319 -4.6721 -3.3635 -0.13 0.01 0.03
H 0.0424 -6.1059 -2.8060 -0.04 0.15 -0.10
H -0.2344 -5.4573 -4.4366 -0.03 0.01 0.11
H -1.2080 -3.4060 -3.4819 -0.12 -0.11 -0.02
H -2.9647 -4.6025 -2.2817 0.40 -0.19 -0.19
H -0.6310 -4.7075 -0.8073 -0.07 0.30 -0.04
H -0.0152 -3.1287 -1.4204 -0.13 -0.36 -0.05
H -1.9216 -2.8585 0.0167 -0.20 -0.06 -0.27
H -2.2902 -2.3748 -1.4962 0.08 -0.05 0.21

37
Properties=species:S:1:pos:R:3:forces:R:3 method="wB97M-V/def2-TZVPD" e_tot_ev=-76701.7638 homo_lumo_gap_ev="5.9083 / 5.0901" charge=+4 de_lowest_kcal_mol=11.3 homo_energy_ev="-20.82 / -22.53" fmax_ha_per_bohr=0.1268 spin_multiplicity=6
I -3.2064 1.2864 -0.8712 0.09 -0.03 0.07
I -2.3547 -2.1367 -0.4656 -0.88 0.17 -0.52
Sc -0.6793 1.4873 0.3555 -0.29 -0.87 -0.18
Ru 0.5280 -1.8360 0.4629 0.82 1.04 -0.05
S 0.5387 -0.1256 -1.3072 -1.64 0.48 -0.38
C 2.1550 -2.3347 -0.5201 4.53 -2.01 -2.84
C 1.7019 -0.8587 1.6103 3.33 2.59 3.29
C 0.1170 -0.6550 -3.1882 0.34 -0.69 -2.03
C -1.3199 -0.3563 -3.5363 -0.41 0.55 0.78
C 0.3662 -2.1469 -3.3343 0.35 0.02 0.85
C 1.0504 0.1822 -4.0570 0.44 0.49 0.60
C -0.7037 -1.7215 1.9709 -2.44 0.30 3.79
C 0.5006 -3.6841 0.9153 -0.27 -6.41 1.19
O 2.4118 -0.2735 2.3179 -2.38 -2.06 -2.34
O 3.1302 -2.6791 -1.0373 -3.83 1.45 2.15
O -1.2629 -1.7435 2.9802 1.72 0.01 -3.07
O 0.4913 -4.8156 1.1620 0.14 4.46 -0.83
H -1.4505 -0.5948 -4.6044 0.11 0.09 0.30
H -1.5832 0.6892 -3.3605 0.01 -0.08 -0.31
H -2.0090 -0.9802 -2.9581 -0.07 -0.04 -0.22
H 0.1775 -2.4245 -4.3831 0.03 0.12 0.31
H -0.3101 -2.7111 -2.6815 0.06 -0.12 -0.29
H 1.3939 -2.4236 -3.0858 -0.07 -0.02 -0.26
H 0.8762 -0.0517 -5.1167 -0.06 -0.08 0.30
H 2.1017 -0.0092 -3.8271 -0.07 -0.03 -0.16
H 0.8524 1.2470 -3.9061 0.05 -0.04 -0.20
O -1.7203 1.0764 2.1477 1.46 1.34 -0.26
C -0.9785 1.8997 2.7912 -1.30 -0.30 1.17
C -1.2231 2.5791 4.0985 -0.11 -0.52 -0.47
C 0.1093 3.2555 4.3900 -0.03 0.58 1.00
C 0.9758 2.9825 3.1658 -2.11 -1.10 -1.21
O 2.1383 3.2754 2.9739 0.05 0.18 0.10
N 0.1910 2.2502 2.2261 1.80 0.61 -0.17
H -2.0432 3.3011 3.9951 -0.01 -0.12 -0.02
H -1.5174 1.8568 4.8600 -0.07 -0.04 0.11
H -0.0233 4.3403 4.5221 0.45 -0.11 -0.05
H 0.5783 2.8532 5.2951 0.28 0.18 -0.13

17
Properties=species:S:1:pos:R:3:forces:R:3 method="wB97M-V/def2-TZVPD" e_tot_ev=-9439.4547 homo_lumo_gap_ev="2.2784 / 9.0212" charge=-1 de_lowest_kcal_mol=24.9 homo_energy_ev="1.18 / -5.57" fmax_ha_per_bohr=0.0327 spin_multiplicity=2
C -0.4985 1.9409 2.2115 0.88 1.29 0.62
C -0.9279 0.6918 2.2056 -0.44 -0.66 -0.86
C -0.7380 -0.2493 1.0719 0.74 0.19 0.41
C -1.1221 -0.0325 -0.1821 -0.06 0.81 -0.09
O -1.8965 1.0548 -0.5307 -0.32 -0.23 -0.20
C -0.6998 -0.7679 -1.4015 1.31 0.35 0.42
H -0.6321 2.6295 3.0473 -0.33 -0.44 0.19
H 0.1863 2.4099 1.4996 -0.51 -0.64 -0.43
H -1.4671 0.2678 3.0415 -0.11 0.24 0.35
H -0.0819 -1.0836 1.2835 -0.11 -0.25 -0.18
H -2.2967 1.4437 0.2570 0.24 0.03 0.14
H -1.5286 -1.2916 -1.8671 0.24 -0.21 -0.21
H 0.2351 -1.3095 -1.2054 -0.70 -0.94 0.29
H -0.2129 -0.0503 -2.0620 -0.76 0.45 -0.45
H 3.6758 -2.2574 -1.7927 -0.11 0.12 -0.10
H 4.3706 -1.3858 -2.8384 -0.07 0.01 0.08
O 3.6343 -2.0106 -2.7378 0.11 -0.10 0.04

81
Properties=species:S:1:pos:R:3:forces:R:3 method="wB97M-V/def2-TZVPD" e_tot_ev=-72450.8232 homo_lumo_gap_ev=8.4787 smiles="COB(O)N(CCCCNC(C)=O)S(=O)(=O)F.O=C1c2ccccc2C(=O)c2ccccc21.O=C1c2ccccc2C(=O)c2ccccc21" homo_energy_ev=-9.42 fmax_ha_per_bohr=0.1240 spin_multiplicity=1
C 4.3123 2.7604 -0.2241 0.03 1.11 0.44
O 3.2730 1.7165 -0.1546 0.78 -0.58 -3.34
B 2.8293 1.5283 -1.5082 -0.73 2.15 1.80
O 2.5775 2.6873 -2.3194 -0.22 -1.53 1.10
N 2.6632 0.1325 -2.1363 -1.89 0.62 -1.21
C 3.1607 0.2916 -3.5449 0.97 -1.65 -1.95
C 3.3901 -1.1287 -4.3044 0.64 1.43 -0.13
C 3.8659 -0.7155 -5.8004 0.70 -0.22 1.28
C 4.3854 -1.9567 -6.6677 -1.58 0.10 -0.33
N 5.4230 -1.5396 -7.6667 -0.03 1.27 0.52
C 5.0675 -0.3042 -8.3704 -1.76 -0.24 -3.31
C 5.5563 1.1612 -8.0022 0.21 0.57 0.44
O 4.3171 -0.4266 -9.3747 2.08 0.54 3.47
S 0.9887 -0.2305 -2.0553 -3.31 -0.46 5.43
O 0.2366 0.9430 -1.4600 2.40 -2.08 -2.82
O 0.7184 -1.4055 -1.1446 1.82 2.47 -4.50
F 0.3788 -0.4923 -3.5964 1.57 0.39 2.41
H 5.0739 2.6717 0.6200 -1.35 -0.24 -0.96
H 4.9016 2.6775 -1.1981 -0.83 0.38 1.25
H 3.7510 3.7554 -0.1257 1.22 -1.28 -0.36
H 1.6183 2.7943 -2.5034 0.82 -0.24 0.06
H 4.2127 0.7543 -3.4823 -1.76 -0.42 -0.02
H 2.4903 0.9022 -4.2282 0.85 -0.38 1.17
H 4.2748 -1.6103 -3.7559 -1.46 0.25 -0.89
H 2.4573 -1.7783 -4.3029 1.27 0.78 0.07
H 3.0771 -0.0758 -6.3383 1.03 -1.19 0.69
H 4.7706 -0.0263 -5.6355 -1.23 -0.93 -0.20
H 3.4729 -2.3426 -7.2544 1.47 0.42 0.78
H 4.7478 -2.8331 -6.0256 -0.24 1.48 -0.90
H 6.3645 -1.5071 -7.2584 -0.67 0.29 0.06
H 4.9946 1.5540 -7.0770 0.87 -0.81 -1.29
H 5.3342 1.9293 -8.8273 0.20 -1.63 0.98
H 6.6727 1.2415 -7.7788 -1.43 -0.38 -0.17
C -6.0997 -6.8565 -0.3939 0.12 0.14 0.02
C -6.1752 -7.0564 0.9826 0.12 0.16 0.03
C -5.4700 -6.2268 1.8465 -0.16 -0.19 -0.08
C -4.6762 -5.2003 1.3351 -0.19 -0.27 -0.18
C -4.5815 -5.0155 -0.0444 -0.24 -0.28 0.05
C -5.3045 -5.8391 -0.9079 -0.14 -0.19 0.03
C -3.7036 -3.9607 -0.6029 0.10 0.17 -0.88
O -3.6237 -3.7967 -1.8080 -0.04 -0.06 0.27
C -2.9191 -3.1157 0.3257 0.24 0.26 0.10
C -2.0445 -2.1566 -0.1861 0.07 0.15 0.13
C -1.3132 -1.3493 0.6783 -0.31 -0.01 0.24
C -1.4598 -1.4904 2.0565 -0.11 -0.31 -0.11
C -2.3261 -2.4487 2.5708 0.20 0.11 -0.03
C -3.0503 -3.2699 1.7065 0.19 0.24 0.01
C -3.9428 -4.3105 2.2645 -0.03 -0.05 0.93
O -4.0687 -4.4378 3.4705 0.00 0.01 -0.29
H -6.6578 -7.4988 -1.0671 0.06 0.07 0.06
H -6.7864 -7.8589 1.3823 0.05 0.09 -0.03
H -5.5366 -6.3839 2.9179 0.10 0.17 -0.11
H -5.2452 -5.6915 -1.9811 0.12 0.11 0.16
H -1.9280 -2.0394 -1.2582 -0.11 -0.14 0.13
H -0.6323 -0.6098 0.2801 -0.24 -0.07 0.17
H -0.8945 -0.8552 2.7301 -0.05 -0.07 -0.07
H -2.4326 -2.5571 3.6455 -0.09 -0.14 -0.15
C 0.4716 6.5523 6.8618 -0.08 -0.13 -0.12
C 0.0426 5.8116 7.9609 -0.07 -0.15 -0.13
C -0.6430 4.6175 7.7711 0.11 0.19 0.12
C -0.9128 4.1657 6.4795 0.16 0.32 0.11
C -0.5045 4.9198 5.3791 0.12 0.17 0.29
C 0.1988 6.1090 5.5731 0.07 0.13 0.19
C -0.8275 4.4767 4.0029 0.25 0.46 -0.73
O -0.4677 5.1332 3.0412 -0.07 -0.14 0.23
C -1.6015 3.2285 3.8152 -0.19 -0.27 -0.11
C -1.9631 2.8279 2.5282 -0.13 -0.22 -0.13
C -2.6782 1.6507 2.3412 0.07 0.20 0.11
C -3.0273 0.8639 3.4368 -0.01 0.23 0.20
C -2.6741 1.2619 4.7207 -0.11 -0.12 -0.20
C -1.9685 2.4505 4.9134 -0.09 -0.16 -0.28
C -1.6282 2.8833 6.2876 -0.26 -0.55 0.73
O -1.9366 2.1982 7.2473 0.08 0.18 -0.24
H 1.0147 7.4797 7.0109 -0.05 -0.09 -0.03
H 0.2451 6.1648 8.9665 -0.02 -0.05 -0.09
H -0.9702 4.0421 8.6308 -0.01 -0.06 -0.22
H 0.5305 6.6928 4.7210 -0.13 -0.18 0.00
H -1.6917 3.4341 1.6701 0.06 0.02 0.21
H -2.9625 1.3437 1.3399 0.05 0.02 0.09
H -3.5789 -0.0580 3.2892 0.05 0.12 0.02
H -2.9528 0.6476 5.5706 0.09 0.20 0.00